Entry 1:
Density functional theory data (ωB97M-V with the def2-TZVPD basis set) for a single C4H2O2 molecule.

Output
Energy relative to the best compared isomer or geometry (same formula, charge and spin) in kJ/mol: 52.6
Total energy in eV: -8271.98314
Lowest unoccupied orbital energy in eV: -0.480
Structure (SMILES): C#CC(=O)C=O
Kohn-Sham gap in eV: 9.640

Cartesian coordinates (Å):
O -1.549 -1.265 1.062
C -1.260 -0.497 0.180
C -0.402 0.757 0.420
O -0.800 1.769 0.939
C 0.932 0.486 -0.090
C 1.887 -0.047 -0.597
H -1.537 -0.660 -0.879
H 2.729 -0.543 -1.035



Entry 2:
Density functional theory data (ωB97M-V with the def2-TZVPD basis set) for a molecular structure, C4H2O2Pm in a non-equilibrium geometry.

Output
Charge: +3
Total energy in eV: -24790.45962
2S+1: 5
⟨S²⟩: 6.119
Lowest unoccupied orbital energy (spin up / spin down) in eV: -18.499 / -16.078
Kohn-Sham gap (spin up / spin down) in eV: 4.379 / 6.841

Cartesian coordinates (Å):
O -0.931 1.357 0.362
C -1.672 0.385 0.245
H -2.547 0.304 0.910
C -1.317 -0.798 -0.482
C -0.664 -1.730 -0.910
H -1.047 -2.611 -1.478
C 3.862 -0.038 0.808
O 3.012 0.685 0.595
Pm 1.303 2.445 -0.050



Entry 3:
Density functional theory data (ωB97M-V with the def2-TZVPD basis set) for a single C4H2OS molecule in a non-equilibrium geometry.

Output
Energy relative to the best compared isomer or geometry (same formula, charge and spin) in kJ/mol: 467.3
Total energy in eV: -17054.93254
Lowest unoccupied orbital energy in eV: -0.248
Kohn-Sham gap in eV: 8.347

Cartesian coordinates (Å):
C 1.319 1.205 -0.281
C 0.049 -1.150 -0.088
C -1.764 0.818 0.396
C -1.055 -0.426 0.037
O -2.444 -0.205 0.007
S 1.563 -0.226 0.414
H 2.020 2.027 0.065
H 0.312 -2.043 -0.551



Entry 4:
Density functional theory data (ωB97M-V with the def2-TZVPD basis set) for a single C4H2OS molecule in a non-equilibrium geometry.

Output
Energy relative to the best compared isomer or geometry (same formula, charge and spin) in kJ/mol: 206.3
Total energy in eV: -17057.63709
Lowest unoccupied orbital energy in eV: -1.753
Kohn-Sham gap in eV: 7.428

Cartesian coordinates (Å):
C 0.275 -0.709 -0.093
C -0.946 -0.538 0.618
C 0.641 0.499 -0.573
C 0.168 1.831 -0.470
O -1.557 0.488 0.705
S 1.813 1.741 -1.027
H 0.822 -1.728 -0.230
H -1.215 -1.584 1.070



Entry 5:
Density functional theory data (ωB97M-V with the def2-TZVPD basis set) for a single C4H2OS2 molecule in a non-equilibrium geometry.

Output
Energy relative to the best compared isomer or geometry (same formula, charge and spin) in kJ/mol: 1.9
Total energy in eV: -27896.66316
Lowest unoccupied orbital energy in eV: -2.064
Structure (SMILES): S=C1C=COC1=S
Kohn-Sham gap in eV: 7.119

Cartesian coordinates (Å):
C -0.059 1.024 -0.697
C 1.070 -0.762 -0.033
C -0.072 -0.874 0.656
C -0.903 0.244 0.291
H 1.967 -1.336 -0.055
H -0.368 -1.676 1.380
O 1.129 0.356 -0.838
S -0.370 2.384 -1.491
S -2.394 0.640 0.788



Entry 6:
Density functional theory data (ωB97M-V with the def2-TZVPD basis set) for a single C4H2S4 molecule in a non-equilibrium geometry.

Output
Energy relative to the best compared isomer or geometry (same formula, charge and spin) in kJ/mol: 298.6
Total energy in eV: -47517.45736
Lowest unoccupied orbital energy in eV: -2.630
Structure (SMILES): S=CC(=S)C(=S)C=S
Kohn-Sham gap in eV: 6.434

Cartesian coordinates (Å):
C 1.806 -0.515 0.359
C 0.452 -0.277 0.708
C -0.410 0.697 -0.023
C -1.567 0.388 -0.917
H 2.279 -1.349 1.122
H -2.240 1.111 -1.417
S 2.645 -0.313 -1.061
S -0.335 -0.902 1.950
S -0.401 2.292 0.317
S -2.230 -1.132 -1.038



Entry 7:
Density functional theory data (ωB97M-V with the def2-TZVPD basis set) for 16 unconnected molecules or ions with the total composition C4H30BO23 in a non-equilibrium geometry.

Output
Energy relative to the best compared isomer or geometry (same formula, charge and spin) in kJ/mol: 36.7
Charge: -1
Total energy in eV: -52414.24492
Lowest unoccupied orbital energy in eV: 2.200
Kohn-Sham gap in eV: 10.395

Cartesian coordinates (Å):
O -2.251 -1.960 -0.055
C -2.270 -0.790 -0.221
O -1.248 0.102 -0.373
B -1.888 1.489 -0.330
O -3.322 1.326 -0.425
C -3.573 -0.030 -0.280
O -4.644 -0.495 -0.202
O -1.189 2.312 -1.328
C -0.158 2.938 -0.756
O 0.771 3.463 -1.330
C -0.411 2.918 0.790
O -1.500 2.153 0.954
O 0.249 3.363 1.682
O 2.801 2.028 5.349
H 2.169 1.296 5.119
H 3.548 1.444 5.264
O 5.039 0.417 4.191
H 5.421 -0.458 4.010
H 4.443 0.680 3.505
O 4.342 -2.483 -0.844
H 3.820 -1.686 -0.638
H 5.191 -2.209 -1.189
O -5.519 -1.951 -3.061
H -5.479 -1.500 -2.155
H -5.217 -2.854 -2.909
O -1.377 2.259 -5.443
H -2.164 1.857 -5.807
H -1.078 1.621 -4.774
O 0.288 1.164 3.161
H -0.610 0.904 2.886
H 0.292 2.095 2.868
O 5.291 -2.137 2.121
H 4.368 -1.912 2.414
H 5.105 -2.659 1.336
O -3.204 -0.555 -3.448
H -3.977 -1.192 -3.484
H -3.665 0.209 -3.827
O 3.394 3.108 2.915
H 3.036 2.700 3.720
H 2.645 3.545 2.476
O 2.434 -1.011 2.623
H 2.491 -1.048 1.617
H 1.733 -0.334 2.637
O -2.388 -5.187 -0.987
H -1.632 -5.790 -1.024
H -2.177 -4.342 -0.445
O 2.053 -0.717 -0.436
H 2.277 0.212 -0.168
H 1.145 -0.701 -0.704
O -4.103 2.831 -2.877
H -4.042 2.270 -2.038
H -3.213 2.843 -3.259
O -4.574 -4.728 -2.928
H -3.784 -5.041 -2.408
H -4.519 -5.352 -3.657
O 3.273 1.686 0.642
H 3.510 2.032 1.496
H 4.047 1.858 0.037



Entry 8:
Density functional theory data (ωB97M-V with the def2-TZVPD basis set) for a molecular structure, C4H30BO23 in a non-equilibrium geometry.

Output
Energy relative to the best compared isomer or geometry (same formula, charge and spin) in kJ/mol: 271.1
Charge: -1
Total energy in eV: -52411.81542
Lowest unoccupied orbital energy in eV: 2.265
Kohn-Sham gap in eV: 10.078

Cartesian coordinates (Å):
O -2.970 0.454 1.228
C -2.080 -0.227 0.829
O -2.148 -1.021 -0.116
B -0.782 -1.355 -0.470
O 0.101 -0.683 0.555
C -0.704 -0.081 1.271
O -0.302 0.598 2.214
O -0.383 -1.051 -1.822
C 0.017 -2.069 -2.415
O 0.388 -2.151 -3.586
C 0.010 -3.196 -1.515
O -0.507 -2.823 -0.461
O 0.515 -4.250 -1.787
O 0.446 -4.225 1.742
H 1.001 -5.004 1.824
H 0.485 -4.064 0.838
O -0.166 0.508 -4.432
H 0.582 0.572 -3.861
H -0.189 -0.220 -5.023
O -2.394 0.879 -2.492
H -2.282 0.107 -3.063
H -3.152 0.585 -2.029
O 2.873 -1.151 -3.987
H 2.186 -1.820 -4.139
H 2.850 -0.707 -4.834
O -3.006 3.205 -0.271
H -3.309 2.359 -0.377
H -3.084 3.370 0.665
O -1.819 0.997 4.659
H -2.326 1.709 4.320
H -2.261 0.134 4.531
O 3.284 -4.149 -2.811
H 2.441 -4.554 -2.862
H 3.878 -4.639 -3.350
O -0.997 3.442 1.545
H -0.803 4.236 1.088
H -0.749 2.746 0.935
O 1.841 0.727 -2.264
H 2.396 0.088 -2.764
H 1.477 0.340 -1.456
O -0.429 2.568 -1.006
H -1.293 2.942 -0.900
H -0.433 1.695 -1.388
O 2.258 1.903 2.832
H 1.590 2.285 3.395
H 2.386 2.496 2.161
O -3.450 2.695 2.674
H -2.613 3.095 2.693
H -3.346 1.875 2.238
O 0.135 2.882 4.322
H -0.256 2.202 3.780
H 0.230 2.479 5.168
O 1.904 -0.340 4.284
H 1.846 0.148 3.468
H 1.174 -0.986 4.203
O 3.137 -1.674 -1.041
H 4.001 -1.494 -1.397
H 2.779 -2.406 -1.525



Entry 9:
Density functional theory data (ωB97M-V with the def2-TZVPD basis set) for a molecular structure, C4H30BO23Rb in a non-equilibrium geometry.

Output
Energy relative to the best compared isomer or geometry (same formula, charge and spin) in kJ/mol: 0.0
Total energy in eV: -53065.23526
Lowest unoccupied orbital energy in eV: -0.704
Kohn-Sham gap in eV: 8.750

Cartesian coordinates (Å):
Rb 3.946 -2.937 -1.643
O -4.046 -1.066 -0.289
C -2.850 -1.195 -0.504
O -1.971 -1.271 0.413
B -0.719 -1.525 -0.230
O -1.001 -1.479 -1.634
C -2.221 -1.183 -1.780
O -2.520 -0.584 -2.774
O -0.050 -2.802 0.121
C 1.102 -2.532 0.534
O 2.033 -3.191 0.231
C 1.224 -1.126 0.625
O 0.270 -0.505 0.186
O 2.149 -0.615 1.195
O -1.288 -0.153 2.862
H -1.730 -0.365 2.020
H -2.056 0.002 3.439
O 3.688 -1.918 3.657
H 3.886 -2.421 4.457
H 2.798 -1.659 3.833
O -0.932 1.699 -2.055
H -1.106 1.524 -2.981
H -0.908 2.656 -2.162
O 4.967 -2.704 1.223
H 4.255 -2.419 1.804
H 5.687 -2.894 1.821
O 2.127 -1.207 -2.905
H 1.206 -1.451 -3.091
H 2.060 -0.259 -2.724
O 0.430 2.987 0.085
H 0.396 2.289 0.722
H -0.260 3.597 0.382
O 1.916 1.311 -1.782
H 1.047 1.658 -1.691
H 2.259 1.999 -2.351
O 3.589 1.546 0.211
H 3.258 0.797 0.797
H 2.910 1.533 -0.463
O -4.430 0.354 2.046
H -3.931 0.998 1.614
H -4.411 -0.353 1.378
O -0.207 -1.002 -4.371
H 0.176 -0.194 -4.687
H -1.020 -0.857 -3.915
O 4.317 0.721 3.201
H 4.027 -0.210 3.265
H 5.117 0.732 3.714
O -2.501 1.799 0.233
H -1.929 1.640 -0.576
H -1.850 1.947 0.895
O 0.885 1.559 2.474
H 0.003 1.261 2.767
H 1.453 0.789 2.471
O -4.157 1.378 -3.223
H -4.569 1.503 -2.366
H -3.571 0.678 -3.045
O -5.681 1.062 -0.874
H -5.878 1.696 -0.218
H -5.410 0.374 -0.323



Entry 10:
Density functional theory data (ωB97M-V with the def2-TZVPD basis set) for 11 unconnected molecules or ions with the total composition C4H30N2O11S in a non-equilibrium geometry.

Output
Charge: -1
Total energy in eV: -40969.56717
2S+1: 2
⟨S²⟩: 0.753
Lowest unoccupied orbital energy (spin up / spin down) in eV: 2.171 / -0.617
Kohn-Sham gap (spin up / spin down) in eV: 8.754 / 5.965

Cartesian coordinates (Å):
C 1.249 1.544 0.412
N 1.979 0.200 0.108
C 2.531 -0.222 1.389
O 2.696 -1.616 1.468
C 0.134 1.854 -0.661
C 0.089 3.397 -0.618
S -0.806 4.091 0.850
N -1.036 1.185 -0.229
H 0.665 1.619 1.483
H 2.118 2.156 0.448
H 1.358 -0.472 -0.223
H 3.606 0.197 1.566
H 1.838 0.087 2.318
H 0.563 1.604 -1.722
H -0.429 3.672 -1.456
H 1.118 3.912 -0.649
H -1.828 1.405 -0.777
H -1.286 1.454 0.764
H -3.428 -0.474 1.634
H -3.576 -0.859 0.110
O -3.879 -0.448 0.847
H -0.692 -2.379 0.356
H -1.318 -1.011 -0.441
O -1.510 -1.837 -0.028
H -3.101 2.363 -0.099
H -3.595 1.051 -0.804
O -3.897 1.955 -0.524
H -2.409 -0.004 3.336
H -1.205 -0.716 2.341
O -1.956 -0.836 2.941
H -0.401 -3.487 -2.229
H 0.621 -3.197 -1.187
O 0.570 -3.546 -2.097
H 3.415 -0.212 -1.242
H 3.756 -1.474 -1.853
O 4.014 -0.464 -2.112
H 1.813 -2.118 1.124
H 0.457 -3.357 1.603
O 0.575 -2.990 0.864
H 2.757 -2.299 2.962
H 1.317 -1.880 3.561
O 2.141 -2.258 3.817
H -1.544 -2.214 -1.919
H -2.135 -0.922 -2.385
O -1.644 -1.605 -2.591
H 0.280 -0.511 -3.934
H 1.502 0.499 -4.058
O 0.645 0.267 -4.399



Repeat the fifth record exactly.
Density functional theory data (ωB97M-V with the def2-TZVPD basis set) for a single C4H2OS2 molecule in a non-equilibrium geometry.

Output
Energy relative to the best compared isomer or geometry (same formula, charge and spin) in kJ/mol: 1.9
Total energy in eV: -27896.66316
Lowest unoccupied orbital energy in eV: -2.064
Structure (SMILES): S=C1C=COC1=S
Kohn-Sham gap in eV: 7.119

Cartesian coordinates (Å):
C -0.059 1.024 -0.697
C 1.070 -0.762 -0.033
C -0.072 -0.874 0.656
C -0.903 0.244 0.291
H 1.967 -1.336 -0.055
H -0.368 -1.676 1.380
O 1.129 0.356 -0.838
S -0.370 2.384 -1.491
S -2.394 0.640 0.788



Look up the total energy of the third one. -17054.93254 eV